No. 1
104
Properties=species:S:1:pos:R:3:forces:R:3 method="wB97M-V/def2-TZVPD" charge=+1 orbital_gap_ha=0.20354
C 1.67855 -3.66304 -2.57908 0.26 -0.90 -0.15
C 3.21643 -3.77937 -2.98557 -0.56 0.83 0.09
C 4.02331 -2.50771 -2.54310 -0.26 0.57 1.75
N 5.02933 -1.96647 -3.50752 1.82 -0.20 -0.17
C 6.32779 -2.13288 -2.90895 -2.61 -2.69 0.79
N 7.41773 -1.44335 -3.07068 -0.27 -0.62 -0.04
N 6.14383 -3.24369 -2.00440 1.36 2.82 0.23
C 4.93916 -2.77368 -1.26187 -0.38 -0.72 -1.35
Br 5.23134 -1.02235 -0.33119 0.05 -1.00 -0.14
H 1.51188 -3.03050 -1.67467 0.08 -0.25 -0.86
H 1.07977 -3.32445 -3.46525 0.56 0.07 1.04
H 1.28573 -4.68914 -2.33509 0.44 0.95 -0.22
H 3.68623 -4.68039 -2.51390 -0.34 0.69 -0.72
H 3.23661 -3.82510 -4.10635 0.27 -0.30 0.95
H 3.39465 -1.61722 -2.30016 -0.01 -1.03 -0.25
H 5.00858 -2.60286 -4.31737 0.20 0.74 -0.13
H 8.23898 -1.74907 -2.54944 -0.18 0.37 -0.21
H 7.47874 -0.59206 -3.63048 -0.21 -0.47 -0.03
H 6.95169 -3.49059 -1.42797 -0.24 0.19 -0.01
H 4.61219 -3.55860 -0.54371 0.09 0.88 -0.54
C 0.18504 0.27124 -0.47721 0.08 0.73 0.12
O 0.45355 -0.92439 -0.42002 0.40 -0.03 -0.03
N 0.92673 1.26160 0.06772 -0.50 -0.55 -0.36
C 0.55271 2.66383 -0.03716 0.07 -0.02 0.19
C 2.13689 0.90935 0.78026 -0.19 -0.19 -0.06
H -0.70931 0.63839 -0.99520 0.09 0.08 0.05
H 1.35067 3.20764 -0.54742 -0.11 0.13 0.05
H 0.41861 3.07242 0.96418 0.10 0.21 -0.15
H -0.37361 2.78012 -0.59769 0.09 -0.13 -0.05
H 2.80005 0.37816 0.09815 0.12 -0.03 0.13
H 1.88928 0.24553 1.61205 0.18 0.00 0.01
H 2.63019 1.80296 1.15949 -0.11 0.01 -0.06
C -0.32659 5.93170 2.59614 -0.31 -0.12 0.19
O 0.44559 5.50627 1.75534 -0.13 -0.24 0.09
N -1.31746 5.21786 3.19006 0.42 0.43 -0.14
C -2.19702 5.80074 4.18451 -0.05 -0.25 -0.11
C -1.50240 3.82818 2.81804 0.23 0.16 -0.20
H -0.27612 6.97253 2.95213 -0.06 0.01 0.04
H -2.10080 5.24540 5.12051 -0.10 0.12 0.05
H -3.22893 5.74028 3.83164 -0.02 0.08 0.13
H -1.94234 6.84489 4.36254 0.04 -0.07 -0.06
H -0.58268 3.27690 3.02947 -0.10 -0.12 -0.03
H -1.70778 3.76979 1.74701 -0.05 -0.15 0.06
H -2.32882 3.39006 3.37483 0.04 0.12 0.00
C -2.49880 1.41570 -2.86703 -0.25 -0.39 -0.44
O -1.57556 2.12591 -2.51437 0.15 0.07 -0.07
N -2.50702 0.63565 -3.97203 -0.16 0.25 0.46
C -3.64773 -0.18478 -4.32737 0.24 0.07 -0.11
C -1.33223 0.62213 -4.82892 0.12 0.16 0.23
H -3.43155 1.35412 -2.28726 -0.03 -0.12 -0.04
H -3.34083 -1.23259 -4.36241 -0.17 -0.02 -0.04
H -4.01645 0.11733 -5.31017 -0.11 -0.13 0.03
H -4.44881 -0.07297 -3.59673 0.08 0.03 0.00
H -0.46661 0.29118 -4.25262 0.05 0.08 -0.18
H -1.13905 1.63246 -5.19356 0.14 -0.10 -0.03
H -1.48676 -0.04767 -5.67315 -0.09 0.02 0.08
C -0.90095 -3.31766 3.16007 0.14 -0.08 -0.37
O -1.27924 -3.71274 4.24586 0.10 -0.17 -0.29
N -0.49067 -4.11089 2.14182 -0.05 0.28 0.16
C -0.05161 -3.56655 0.87175 -0.17 -0.30 0.31
C -0.49232 -5.55003 2.33291 -0.12 0.12 0.31
H -0.86194 -2.24456 2.91361 0.03 0.02 -0.09
H -0.69230 -3.95338 0.07495 0.12 0.09 -0.12
H 0.98219 -3.87425 0.68849 0.00 0.08 -0.14
H -0.10380 -2.48201 0.87366 0.01 -0.10 0.00
H -1.50591 -5.88315 2.56468 0.10 -0.13 0.02
H 0.15686 -5.80421 3.17351 -0.08 -0.14 -0.04
H -0.13942 -6.05198 1.43342 -0.02 0.12 0.00
C 3.04922 0.86427 -4.49073 0.17 0.23 0.08
O 1.95285 0.92760 -5.00436 0.00 0.09 -0.07
N 3.92815 1.89337 -4.38878 -0.07 -0.51 0.07
C 5.22360 1.73876 -3.75996 -0.20 0.27 -0.16
C 3.55529 3.19070 -4.92808 -0.25 -0.09 -0.08
H 3.43006 -0.06986 -4.05151 0.12 0.00 0.06
H 5.29440 2.42534 -2.91296 0.21 -0.08 0.02
H 6.00617 1.97585 -4.48761 0.12 0.02 0.14
H 5.36396 0.71583 -3.40335 -0.21 0.06 -0.01
H 2.64747 3.53975 -4.43279 0.04 0.09 -0.10
H 3.35259 3.09283 -5.99613 -0.02 0.13 0.05
H 4.35671 3.91106 -4.77247 0.00 -0.11 0.04
C -2.57944 -4.71950 9.10312 0.07 0.25 -0.22
O -2.26529 -4.91731 10.25956 0.13 0.09 0.07
N -2.08611 -3.73092 8.31763 -0.39 -0.40 0.14
C -2.50730 -3.55282 6.93897 0.41 0.15 0.27
C -1.10434 -2.82174 8.87577 -0.08 -0.21 0.22
H -3.31711 -5.35368 8.58536 -0.02 0.02 -0.10
H -1.64021 -3.64065 6.28432 -0.33 0.06 0.02
H -2.94821 -2.55848 6.82656 -0.05 -0.05 -0.17
H -3.24458 -4.30425 6.65736 0.06 0.00 0.09
H -0.23135 -3.38959 9.20464 0.03 0.15 0.06
H -1.53353 -2.31298 9.74164 0.16 0.04 0.00
H -0.80323 -2.08632 8.13127 -0.08 -0.09 -0.03
C -6.18717 4.27063 0.22909 -0.10 -0.17 -0.17
O -5.25703 4.96905 0.57526 0.16 -0.06 -0.10
N -6.20743 3.49173 -0.88264 -0.21 0.13 0.34
C -7.35463 2.67917 -1.23482 0.28 0.08 -0.13
C -5.03977 3.47468 -1.74427 0.03 0.25 0.30
H -7.11921 4.21289 0.81373 -0.07 -0.05 -0.04
H -7.05423 1.62906 -1.27548 -0.18 -0.03 -0.03
H -7.72757 2.98700 -2.21453 -0.13 -0.13 0.03
H -8.15049 2.79293 -0.49962 0.09 0.04 -0.01
H -4.17486 3.13693 -1.16932 0.08 0.10 -0.14
H -4.84402 4.48603 -2.10583 0.15 -0.10 -0.06
H -5.20081 2.80864 -2.59079 -0.13 0.05 0.07



No. 2
14
Properties=species:S:1:pos:R:3:forces:R:3 method="wB97M-V/def2-TZVPD" relative_energy_kcal_mol=9.00 orbital_gap_ha="0.31601 / 0.39789" spin_multiplicity=2
C -1.81749 -0.18309 -0.16714 -0.14 0.45 0.72
C -0.43035 0.40948 0.16490 -2.31 -0.68 -0.37
C 0.55489 -0.52849 -0.32515 0.54 -1.58 -0.93
C 1.92550 -0.13227 -0.42627 1.90 0.72 1.09
H -2.55228 0.62119 -0.30566 -0.04 -0.36 0.30
H -1.76536 -0.75196 -1.07942 -0.06 -0.21 -0.43
H -2.08303 -0.85755 0.66800 -0.13 0.37 -0.51
H -0.38869 1.33497 -0.46901 0.50 0.07 1.50
H 0.38804 -1.54636 -0.65491 -0.94 0.05 0.24
H 2.66019 -0.99636 -0.41955 -0.80 1.15 0.05
H 2.11838 0.50971 -1.30871 0.13 -0.15 0.28
H 2.00604 0.50683 0.50096 1.03 -0.36 -0.86
O -0.39272 0.40723 1.63299 0.42 1.08 0.46
H -0.22313 1.20668 2.18896 -0.10 -0.55 -1.55



Largest force on an atom per entry: 3.8, 2.4 eV/A